Entry 1:
A cluster of 9 separate species, C4H26N2O9 in total in a non-equilibrium geometry, computed with ωB97M-V/def2-TZVPD.

Computed properties:
Frontier orbital gap, eV: 9.50
Energy above the lowest of the compared OMol25 structures with the same formula, charge and spin, kcal/mol: 95.8
SMILES: NCCCC(N)=O.O.O.O.O.O.O.O.O

Geometry as XYZ:
```
41
Properties=species:S:1:pos:R:3:lowdin_charge:R:1
N 1.1366 -0.7941 -2.5698 -0.015
C 1.7076 -1.7227 -1.5605 -0.251
C 0.4579 -2.0966 -0.7726 -0.182
C -0.0984 -1.2109 0.2967 -0.155
C -1.2388 -1.7458 1.0135 -0.508
N -0.9234 -2.1807 2.3166 0.175
O -2.3870 -1.8907 0.6255 0.028
H 1.4985 -0.4918 -3.4381 0.048
H 1.0518 0.1495 -2.0728 0.097
H 2.4692 -1.2323 -0.9526 0.068
H 2.1292 -2.5818 -2.0862 0.113
H 0.6145 -3.1386 -0.3641 0.140
H -0.3140 -2.0500 -1.6230 0.121
H -0.4790 -0.0992 0.1608 0.157
H 0.7154 -0.9465 0.9871 0.071
H -1.6899 -2.5625 2.8103 0.087
H -0.0333 -1.9717 2.7954 0.112
O -2.2837 -0.6229 -3.6771 -0.088
H -1.4162 -1.0626 -3.5144 0.020
H -2.6143 -0.8206 -2.7674 0.035
O -1.6770 1.5875 -0.7468 -0.114
H -2.3300 0.9756 -1.1208 0.025
H -1.5491 2.4936 -1.1054 0.055
O -1.8170 3.4079 2.1879 -0.104
H -2.0940 2.6189 2.7208 0.050
H -2.0924 3.0252 1.3007 0.036
O 1.3658 1.4871 1.6609 -0.046
H 0.8398 0.9770 2.2245 0.007
H 1.3454 2.2470 2.2919 0.094
O 0.7934 3.2735 -0.9614 -0.049
H 1.4871 2.5904 -0.9622 0.023
H 0.1643 3.2310 -0.2531 0.000
O 3.1643 0.5122 0.0232 -0.121
H 3.0509 1.4850 0.2502 0.067
H 3.8705 0.3866 -0.6904 0.100
O -3.3928 0.5049 0.3757 -0.138
H -3.2518 -0.5034 0.3672 0.024
H -4.3966 0.4629 0.2471 0.091
O 2.6231 -0.7671 2.4427 -0.012
H 2.2701 -0.7084 1.5837 -0.049
H 3.3234 -0.2150 2.5562 -0.014
```


Entry 2:
A structure of composition C18H20ClCrN3O4S2 in a non-equilibrium geometry, computed with ωB97M-V/def2-TZVPD.

Computed properties:
Frontier orbital gap (spin up / spin down), eV: 5.60 / 5.66
2S+1: 2
Net charge: +1
Expectation value of S²: 0.777

Geometry as XYZ:
```
49
Properties=species:S:1:pos:R:3:lowdin_spin:R:1
Cr -0.2795 0.1453 0.2076 0.963
C -3.0932 2.4421 -3.6716 -0.001
S -1.9043 3.4218 -2.7484 -0.003
C -1.1752 2.2932 -1.6661 -0.004
S -1.5852 0.6073 -1.6875 -0.020
N -0.2966 2.8925 -0.8848 -0.004
N 0.2713 2.0161 -0.0059 -0.013
C 1.1555 2.4449 0.8143 0.017
C 1.6705 1.4675 1.7843 0.003
C 2.5915 1.7734 2.7595 0.002
C 2.9751 0.7711 3.6420 0.007
C 2.4317 -0.4935 3.5184 0.001
C 1.5070 -0.7278 2.5153 0.009
N 1.1366 0.2304 1.6629 -0.005
H -3.3717 3.0652 -4.5196 0.000
H -3.9710 2.2270 -3.0681 0.000
H -2.6491 1.5229 -4.0432 0.000
H 1.4699 3.4830 0.7871 0.001
H 2.9926 2.7750 2.8313 0.000
H 3.6929 0.9841 4.4231 0.000
H 2.7024 -1.2911 4.1945 0.000
H 1.0404 -1.6948 2.3979 0.001
C -6.6642 -0.2259 1.1547 0.000
C -6.0372 -1.1245 2.1838 0.000
C -6.6245 -2.3195 2.5645 0.000
C -6.0280 -3.1316 3.5191 0.000
Cl -6.8051 -4.6255 3.9735 0.000
C -4.8361 -2.7710 4.1031 0.000
C -4.2268 -1.5734 3.7316 0.000
C -4.8357 -0.7648 2.7898 0.000
O -4.3143 0.4452 2.3576 0.001
C -3.2034 0.9652 3.0492 0.000
C -1.9099 0.2991 2.6142 0.008
O -1.1623 -0.2758 3.3569 0.007
O -1.7192 0.3767 1.2793 0.019
H -7.5768 -0.6713 0.7628 0.000
H -5.9811 -0.0432 0.3242 0.000
H -6.9092 0.7472 1.5816 0.000
H -7.5623 -2.6212 2.1158 0.000
H -4.3752 -3.4122 4.8415 0.000
H -3.2822 -1.3061 4.1810 0.000
H -3.2955 0.8659 4.1311 0.000
H -3.1575 2.0205 2.7808 0.000
C 2.3408 -0.0718 -1.5168 0.003
O 1.1021 -0.6622 -1.0470 0.009
H 2.1753 0.3795 -2.4918 0.000
H 3.1108 -0.8368 -1.5582 0.000
H 2.6148 0.6918 -0.7972 0.000
H 0.7608 -1.2963 -1.6894 0.000
```


Entry 3:
A structure of composition C25H24CoN13O7 in a non-equilibrium geometry, computed with ωB97M-V/def2-TZVPD.

Computed properties:
Frontier orbital gap (spin up / spin down), eV: 6.41 / 6.37
2S+1: 5
Energy above the lowest of the compared OMol25 structures with the same formula, charge and spin, kcal/mol: 36.0
Net charge: -2
Expectation value of S²: 6.013

Geometry as XYZ:
```
70
Properties=species:S:1:pos:R:3:lowdin_spin:R:1
Co -0.0373 -0.7229 0.2501 3.071
O 4.0724 0.0775 -0.6999 0.006
C 2.9586 0.1908 -0.1691 0.005
O 2.0294 -0.7509 -0.1690 0.078
C 2.6080 1.5126 0.5090 0.001
C 3.6541 2.3148 0.9135 -0.001
C 3.3171 3.6512 1.3068 -0.001
C 2.0443 4.2218 1.3133 0.001
C 1.1597 3.3242 0.7312 0.002
C 1.2694 1.8973 0.6697 0.009
O 0.2437 1.1304 0.8650 0.095
N -0.1437 3.8857 0.2496 0.000
O -0.4441 5.0502 0.5640 -0.001
O -0.7921 3.1199 -0.5262 0.000
N 4.4584 4.4850 1.6869 0.000
O 5.5815 3.9397 1.7190 0.000
O 4.2503 5.6944 1.9867 -0.001
H 4.6487 1.9318 0.9611 0.000
H 1.8451 5.1957 1.7348 0.000
N 0.4766 -4.0352 -0.7738 0.002
C -0.7637 -3.5026 -0.9329 0.008
N -1.7310 -4.1138 -1.6772 0.002
N -2.7117 -3.1991 -1.7743 0.009
N -2.4088 -2.1307 -1.1294 0.002
N -1.2060 -2.2883 -0.5245 0.062
C 1.3649 -3.6325 0.1953 0.006
N 2.6097 -4.1565 0.2596 0.004
N 3.1375 -3.5782 1.3540 0.009
N 2.2745 -2.6987 1.8896 0.001
N 1.1119 -2.7363 1.1398 0.067
H 0.6564 -4.9449 -1.2238 0.000
C -2.1864 -1.4091 -5.0348 0.001
C -1.2010 -0.2497 -5.1180 0.001
N -0.9743 0.3114 -3.8003 0.006
C -1.9150 1.3878 -3.4198 0.001
C -2.9964 1.0502 -2.3872 0.000
C -0.0476 -0.1232 -2.9106 0.011
C 0.9452 -1.1288 -3.3349 0.001
N -0.0262 0.3487 -1.6935 0.046
H -2.1999 -1.9528 -6.0028 0.000
H -3.2326 -1.0738 -4.8287 0.000
H -1.9468 -2.1408 -4.2363 0.000
H -1.6181 0.5402 -5.7176 0.000
H -0.2595 -0.6196 -5.5437 0.000
H -2.4031 1.6285 -4.3847 0.000
H -1.3529 2.2719 -3.1512 0.000
H -4.0107 1.0427 -2.7968 0.000
H -3.0506 1.8504 -1.6572 0.000
H -2.9419 0.0925 -1.8459 0.000
H 1.4986 -0.8657 -4.2517 0.000
H 0.3856 -2.0835 -3.5455 0.000
H 1.5730 -1.2824 -2.4598 0.000
H -0.5909 1.1445 -1.4511 0.001
C 0.5735 -0.2779 5.9202 0.002
C 1.4020 -0.4749 4.7622 -0.004
C 0.8775 -0.5008 3.5031 0.005
C -0.5414 -0.5445 3.3004 0.044
C -1.1918 -0.6432 2.0218 0.366
C -2.5279 -0.7318 1.9088 0.051
C -3.3165 -0.5196 3.0421 0.019
C -2.7956 -0.4248 4.3284 -0.011
C -1.3863 -0.4160 4.4515 0.014
C -0.7882 -0.2736 5.7397 0.001
H 1.0121 -0.0850 6.8864 0.000
H 2.4938 -0.5572 4.8045 0.000
H 1.5287 -0.5788 2.6348 0.000
H -3.0053 -0.9268 0.9633 0.007
H -4.3776 -0.4262 2.8778 0.003
H -3.4660 -0.2786 5.1393 0.000
H -1.4735 -0.2119 6.5889 0.001
```


Entry 4:
A cluster of 2 separate species, CH4N4 in total in a non-equilibrium geometry, computed with ωB97M-V/def2-TZVPD.

Computed properties:
Frontier orbital gap, eV: 10.63
Energy above the lowest of the compared OMol25 structures with the same formula, charge and spin, kcal/mol: 95.7

Geometry as XYZ:
```
9
Properties=species:S:1:pos:R:3:lowdin_charge:R:1
C 0.9540 0.8660 -1.2622 -0.114
N -2.0255 -2.5418 1.0770 0.160
N -1.7138 -1.4790 1.1122 -0.342
N 1.2656 0.7103 -0.0461 0.014
N -1.4188 -0.3518 1.3322 0.103
H 1.6263 0.9656 -2.1184 0.067
H -0.2140 1.0285 -1.2856 0.094
H 2.1920 0.5527 0.0953 -0.004
H -0.6658 0.2494 1.0956 0.022
```


Entry 5:
An isolated molecule of C4H10O3SSi in a non-equilibrium geometry, computed with ωB97M-V/def2-TZVPD.

Computed properties:
Frontier orbital gap, eV: 9.45
Energy above the lowest of the compared OMol25 structures with the same formula, charge and spin, kcal/mol: 57.9

Geometry as XYZ:
```
19
Properties=species:S:1:pos:R:3:lowdin_charge:R:1
C -2.4196 0.6640 0.4354 -0.506
C -2.5153 1.1551 -0.9603 -0.062
C 2.2884 -1.8211 1.1124 -0.197
C 1.8577 1.1901 -0.1469 -0.195
O -0.3681 -0.4564 0.4414 -0.568
O -2.0738 -1.7851 -0.8118 -0.456
O -2.8991 1.2553 1.4067 0.042
Si 1.2432 -0.6481 0.0059 0.527
S -1.8113 -1.1600 0.4772 0.925
H -3.2440 0.6184 -1.5816 0.091
H -1.4546 1.0991 -1.4135 0.114
H -2.8913 2.2044 -0.9126 0.099
H 2.1637 -1.6365 2.2681 0.074
H 1.9491 -2.8286 1.0623 -0.001
H 3.3087 -1.5075 0.8261 0.025
H 1.9650 1.5330 -1.2012 0.025
H 0.9749 1.7607 0.1726 0.014
H 2.8883 1.4773 0.2198 0.041
H 1.0380 -1.1140 -1.4001 0.008
```


Entry 6:
A cluster of 5 separate species, C28H58O15S4Si in total in a non-equilibrium geometry, computed with ωB97M-V/def2-TZVPD.

Computed properties:
Frontier orbital gap, eV: 9.05
SMILES: CCCCCC1=CC(=O)C=C(CCO[Si](C)(C)C)C1=O.CCOS(C)(=O)=O.CCOS(C)(=O)=O.CCOS(C)(=O)=O.CCOS(C)(=O)=O

Geometry as XYZ:
```
106
Properties=species:S:1:pos:R:3:lowdin_charge:R:1
C -1.9818 -1.1817 -2.8408 -0.131
C -1.4009 -0.3929 -1.6165 -0.260
C -1.3891 -1.2441 -0.3219 -0.205
C -1.7320 -0.4926 0.9964 -0.183
C -1.2297 0.9628 1.0994 -0.133
C 0.1855 1.1141 1.6507 -0.126
C 0.5613 0.7607 2.8641 0.062
C 2.0101 1.0424 3.2308 -0.371
O 2.6696 0.2990 3.8934 0.100
C 2.5387 2.3660 2.7017 0.064
C 2.1794 2.7298 1.4877 -0.134
C 2.5834 4.0257 0.8064 -0.097
C 3.9884 3.9951 0.1741 -0.241
O 4.2698 5.3315 -0.2840 -0.227
Si 4.5033 5.4219 -1.9546 0.431
C 3.2570 4.4374 -2.9805 -0.165
C 4.2999 7.2461 -2.4489 -0.174
C 6.2836 4.9575 -2.3950 -0.164
C 1.2507 1.7588 0.7599 -0.287
O 1.3549 1.5159 -0.4012 0.143
H -1.5889 -2.2051 -2.8336 0.076
H -1.7276 -0.6191 -3.7478 0.061
H -3.0766 -1.1581 -2.7528 0.066
H -0.3506 -0.1782 -1.8774 0.096
H -1.9623 0.5484 -1.5445 0.098
H -0.4476 -1.8140 -0.2621 0.111
H -2.1723 -2.0168 -0.4516 0.103
H -2.8246 -0.5341 1.1327 0.110
H -1.3179 -1.0961 1.8230 0.107
H -1.2917 1.5429 0.1708 0.101
H -1.8901 1.4786 1.8209 0.125
H -0.1372 0.3054 3.5718 0.132
H 3.1998 3.0172 3.3011 0.128
H 2.5924 4.8202 1.5679 0.134
H 1.8486 4.2587 0.0221 0.121
H 4.1011 3.2558 -0.6360 0.109
H 4.7335 3.7900 0.9636 0.125
H 2.2232 4.4711 -2.6156 0.035
H 3.6333 3.4061 -3.0953 0.035
H 3.2870 4.8687 -3.9977 0.037
H 4.7240 7.4416 -3.4478 0.032
H 3.2405 7.5461 -2.4585 0.029
H 4.8239 7.8802 -1.7146 0.031
H 6.9479 5.7912 -2.1169 0.034
H 6.3352 4.8836 -3.4953 0.034
H 6.6151 4.0256 -1.9163 0.030
C -1.9851 -0.2948 9.1196 -0.077
C -1.3161 1.0632 9.2152 -0.258
O -0.0612 1.1047 8.5164 -0.263
S -0.0894 1.1345 6.9152 0.576
C 1.6154 1.4872 6.6609 -0.105
O -0.8757 2.2556 6.4930 -0.277
O -0.3627 -0.1856 6.4308 -0.281
H -2.2742 -0.5231 8.0942 0.068
H -2.8855 -0.3221 9.7350 0.081
H -1.3047 -1.0820 9.4467 0.085
H -1.9740 1.8556 8.8517 0.115
H -1.0911 1.2827 10.2583 0.120
H 1.8390 2.4769 7.0529 0.079
H 1.7941 1.4577 5.5953 0.032
H 2.2124 0.7254 7.1562 0.087
C -5.0277 -4.8643 -7.1311 -0.070
C -3.6420 -4.2494 -7.1145 -0.254
O -3.6573 -2.8526 -7.4582 -0.262
S -4.2237 -1.8174 -6.3781 0.584
C -3.7134 -0.3414 -7.1946 -0.120
O -3.4792 -1.9668 -5.1639 -0.282
O -5.6533 -1.8684 -6.3848 -0.273
H -5.6615 -4.4335 -6.3563 0.069
H -4.9750 -5.9405 -6.9578 0.075
H -5.5187 -4.6817 -8.0876 0.087
H -3.1571 -4.3915 -6.1462 0.115
H -3.0200 -4.7407 -7.8618 0.121
H -2.6271 -0.3059 -7.2228 0.075
H -4.1038 0.4966 -6.6203 0.077
H -4.1323 -0.3318 -8.1979 0.075
C -8.1081 -10.6568 -5.2481 -0.076
C -7.0489 -9.5864 -5.0676 -0.255
O -5.7241 -10.0761 -5.3414 -0.265
S -5.3187 -10.3429 -6.8654 0.574
C -3.5956 -10.6012 -6.6007 -0.123
O -5.5003 -9.1309 -7.6086 -0.281
O -5.8996 -11.5770 -7.2947 -0.274
H -8.1798 -10.9723 -6.2885 0.069
H -9.0862 -10.2819 -4.9442 0.082
H -7.8650 -11.5411 -4.6578 0.085
H -7.2602 -8.7112 -5.6856 0.115
H -7.0423 -9.2555 -4.0298 0.121
H -3.1461 -9.6777 -6.2444 0.074
H -3.1618 -10.8881 -7.5567 0.077
H -3.4673 -11.4038 -5.8784 0.075
C 4.7758 6.4063 7.7854 -0.075
C 6.0990 6.3609 7.0457 -0.253
O 6.4053 5.0442 6.5527 -0.262
S 5.5837 4.5010 5.2941 0.564
C 6.5652 3.0712 4.9819 -0.115
O 5.7396 5.4224 4.2101 -0.271
O 4.2880 4.0712 5.7309 -0.290
H 3.9403 6.2008 7.1167 0.068
H 4.6171 7.3917 8.2253 0.082
H 4.7510 5.6542 8.5750 0.085
H 6.1202 7.0821 6.2262 0.117
H 6.9049 6.6245 7.7294 0.122
H 7.5619 3.3819 4.6788 0.077
H 6.0822 2.5159 4.1793 0.073
H 6.6005 2.4648 5.8837 0.077
```